Entry 1:
# C5H12O

C5H12O in the gas phase (ωB97M-V with the def2-TZVPD basis set, OMol25).

The calculation puts the orbital gap at 10.7 eV. For the lowest unoccupied orbital energy, the calculation gives 0.0427 Ha. Its SMILES is CC[C@@H](C)OC. The value obtained for the total energy is -7426.5777 eV. As for the highest occupied orbital energy: -9.6 eV. The calculation puts the relative energy (zero: lowest compared OMol25 entry of this formula, charge and spin) at 16.9 kcal/mol.

CARTESIAN COORDINATES (ANGSTROEM)
C  -0.752526  -1.884225  0.214287
C  -1.088068  -0.404466  -0.024871
C  -0.013541  0.643628  -0.374577
C  -0.655447  2.031028  -0.447310
O  1.022969  0.763855  0.582273
C  1.985366  -0.254818  0.508015
H  -0.132924  -2.331163  -0.572035
H  -0.262664  -2.062023  1.176435
H  -1.691634  -2.448729  0.238580
H  -1.618073  -0.032817  0.860624
H  -1.795194  -0.370244  -0.862441
H  0.430966  0.392219  -1.354786
H  -1.643865  1.996083  -0.916806
H  -0.031982  2.737034  -1.004546
H  -0.771627  2.417659  0.571362
H  2.715773  -0.069451  1.297915
H  1.541959  -1.240205  0.672841
H  2.500543  -0.261768  -0.466781

Forces on the atoms, in the same order (eV/Å):
0.0 0.0 0.0
-0.1 0.1 0.0
-0.2 0.0 -0.1
0.0 0.0 0.0
0.0 0.0 0.1
0.3 -0.3 0.0
-0.1 0.2 0.1
0.0 0.1 -0.1
0.1 0.1 0.0
0.0 0.0 -0.1
0.0 0.1 0.1
0.0 0.0 0.2
0.2 0.0 0.0
0.0 -0.2 0.1
0.0 -0.1 -0.1
0.0 0.0 -0.1
0.2 0.1 0.0
-0.1 0.1 0.1

=====

Entry 2:
# C7H12N3

An isolated ion of composition C7H12N3 and charge +1 (ωB97M-V with the def2-TZVPD basis set, OMol25).

The calculation puts the orbital gap (alpha / beta) at 7.3 / 7.0 eV. As for the charge: +1. For the lowest unoccupied orbital energy (alpha / beta), the calculation gives -0.2150 / -0.2240 Ha. The value obtained for the total energy is -11910.6368 eV. As for the highest occupied orbital energy (alpha / beta): -13.2 / -13.1 eV. The calculation puts the relative energy (zero: lowest compared OMol25 entry of this formula, charge and spin) at 182.3 kcal/mol.

CARTESIAN COORDINATES (ANGSTROEM)
C  -1.416888  0.720990  1.889576
C  -0.822749  2.276770  -0.202238
C  0.269949  1.846382  -0.975870
C  1.369630  1.257725  -0.145628
C  0.726889  -0.020686  0.552495
C  -0.716891  -2.325861  0.061003
C  0.325328  -1.249438  -0.458979
N  -2.096913  1.816196  1.659892
N  -1.752647  2.531865  0.634737
N  -0.428849  0.364816  1.134029
H  -1.681413  0.259638  2.840754
H  -0.145880  1.312234  -1.755988
H  0.837045  2.755400  -1.407470
H  2.016575  0.997714  -0.874861
H  1.774633  1.847637  0.617390
H  1.367865  -0.472222  1.343407
H  -0.735735  -2.552838  1.133296
H  -0.597855  -3.273094  -0.456239
H  -1.745352  -2.057923  -0.200747
H  -0.274099  -0.829132  -1.266554
H  1.193696  -1.823799  -0.766128
H  -2.318820  3.352700  0.577775

Forces on the atoms, in the same order (eV/Å):
2.2 -0.5 -0.4
-0.8 -2.4 3.5
1.3 4.4 0.1
-2.6 -2.7 1.2
0.7 -3.3 -1.0
-0.1 0.6 0.4
-0.9 0.0 1.1
-2.9 -0.2 2.7
2.2 0.1 -2.5
-3.2 3.9 -0.3
0.0 -0.4 -0.3
-0.2 -1.6 -1.8
-1.0 -0.9 0.2
3.0 -1.1 -1.8
0.5 1.3 0.8
0.3 0.6 -0.6
0.4 0.2 -0.1
0.5 0.0 -0.1
0.2 0.4 0.1
0.8 0.2 -0.5
0.3 0.6 -0.3
-0.5 0.9 -0.3

=====

Entry 3:
# C4H3NOS2

C4H3NOS2 in the gas phase (ωB97M-V with the def2-TZVPD basis set, OMol25).

The calculation puts the orbital gap at 9.2 eV. For the lowest unoccupied orbital energy, the calculation gives 0.0178 Ha. Its SMILES is c1onc2c1SCS2. The value obtained for the total energy is -29401.1270 eV. As for the highest occupied orbital energy: -8.7 eV. The calculation puts the relative energy (zero: lowest compared OMol25 entry of this formula, charge and spin) at 73.9 kcal/mol.

CARTESIAN COORDINATES (ANGSTROEM)
C  1.876501  -0.102996  0.535560
C  -0.473359  0.746011  -0.342096
C  -1.691330  1.064026  -0.080362
C  -0.535669  -0.698860  -0.101825
H  1.523018  -0.376704  1.689459
H  3.059606  0.074899  0.376234
H  -2.301935  2.044585  0.110771
N  -1.717280  -1.152173  0.121316
O  -2.442035  -0.034968  0.246973
S  1.107229  1.466738  -0.083701
S  1.031501  -1.432171  -0.233119

Forces on the atoms, in the same order (eV/Å):
0.5 1.1 3.0
2.9 -1.9 1.4
-5.4 3.1 1.8
1.7 0.7 -1.2
1.7 1.7 -2.5
-3.0 -1.1 0.4
1.5 -2.1 -0.6
1.3 -0.7 0.7
-1.9 1.6 -1.1
0.3 0.0 -0.4
0.4 -2.5 -1.5

=====

Entry 4:
# C6H8N

C6H8N as an isolated structure (ωB97M-V with the def2-TZVPD basis set, OMol25).

The calculation puts the orbital gap (alpha / beta) at 7.8 / 7.8 eV. As for the charge: +1. For the lowest unoccupied orbital energy (alpha / beta), the calculation gives -0.2223 / -0.2224 Ha. The value obtained for the total energy is -7827.0410 eV. As for the highest occupied orbital energy (alpha / beta): -13.8 / -13.8 eV. The calculation puts the relative energy (zero: lowest compared OMol25 entry of this formula, charge and spin) at 199.4 kcal/mol.

CARTESIAN COORDINATES (ANGSTROEM)
C  0.912704  1.420325  -0.006407
C  0.702821  0.907362  -1.237232
C  1.356103  -0.191757  -1.879026
C  -0.812217  0.114161  1.131946
C  -1.602467  -0.726393  0.197004
C  0.657642  0.150469  0.615551
N  0.415478  -0.415741  -0.739485
H  1.083023  2.497089  0.320971
H  0.858042  -0.569496  -2.729054
H  2.287666  -0.586873  -1.681893
H  -1.050963  1.170610  1.006212
H  -0.804422  -0.209480  2.112097
H  -1.536906  -1.778044  0.370191
H  -2.232525  -0.271586  -0.453093
H  1.405086  -0.340359  1.095064

Forces on the atoms, in the same order (eV/Å):
1.0 3.9 0.6
0.6 0.5 0.1
-2.2 -0.7 -0.2
-0.2 1.3 -1.6
4.8 0.0 1.7
-2.4 0.7 -1.1
-2.3 -1.8 -0.8
0.1 -1.8 -0.3
-0.2 -0.4 -1.0
2.4 0.1 0.1
-0.9 -0.4 0.8
-0.4 -0.6 2.2
-0.3 -0.6 -0.4
-2.1 0.9 -1.9
2.1 -1.3 2.0

=====

Entry 5:
# C2H6N4O2

C2H6N4O2 as an isolated structure (ωB97M-V with the def2-TZVPD basis set, OMol25).

The calculation puts the orbital gap at 7.7 eV. For the lowest unoccupied orbital energy, the calculation gives -0.0417 Ha. The value obtained for the total energy is -12217.7696 eV. As for the highest occupied orbital energy: -8.8 eV. The calculation puts the relative energy (zero: lowest compared OMol25 entry of this formula, charge and spin) at 204.8 kcal/mol.

CARTESIAN COORDINATES (ANGSTROEM)
C  -0.082987  -0.579125  -0.061334
C  0.931700  -1.429939  0.009451
H  1.437896  0.765319  1.387209
H  0.780259  2.871482  0.298942
H  -0.509453  1.513533  0.550276
H  -2.433029  0.731334  -0.690445
H  -3.196262  -1.030772  -0.293200
H  2.394578  -0.025957  -0.663476
N  1.400364  1.395443  0.175697
N  0.041705  0.846951  -0.278154
N  -1.284746  -1.109661  -0.043185
N  -2.407923  -0.426198  -0.120007
O  2.127700  -0.977239  -0.569892
O  0.800201  -2.545167  0.298120

Forces on the atoms, in the same order (eV/Å):
-7.8 5.7 0.0
5.9 -0.5 -2.1
0.2 3.0 -3.8
2.6 -4.3 0.1
0.8 -3.6 -3.3
0.2 -4.7 2.1
0.0 0.3 -0.3
-1.2 -0.7 0.4
-2.8 1.2 3.6
-0.8 2.8 3.4
1.2 0.3 0.0
0.5 4.7 -1.8
0.6 -0.6 0.4
0.6 -3.7 1.3

=====

Entry 6:
# C4H4Cl2GaN2O3STb

C4H4Cl2GaN2O3STb as an isolated structure (ωB97M-V with the def2-TZVPD basis set, OMol25).

Its spin multiplicity is 7. The calculation puts the orbital gap (alpha / beta) at 5.6 / 5.6 eV. As for the charge: +4. For the lowest unoccupied orbital energy (alpha / beta), the calculation gives -0.6579 / -0.6578 Ha. The value obtained for the total energy is -123978.8962 eV. As for the highest occupied orbital energy (alpha / beta): -23.5 / -23.5 eV. Its expectation value of S² is 12.71. The calculation puts the relative energy (zero: lowest compared OMol25 entry of this formula, charge and spin) at 28.7 kcal/mol.

CARTESIAN COORDINATES (ANGSTROEM)
Tb  -3.909924  1.607109  -2.474673
Ga  -0.051335  0.412300  -0.073410
Cl  -1.774075  2.814332  -2.949704
Cl  -2.363252  -0.129807  -1.091496
C  1.226938  -0.859494  1.061662
C  -4.973755  3.245200  -4.010566
C  -6.503146  1.845834  -2.618982
O  0.776606  -1.465937  2.093975
O  -5.583994  3.983150  -4.696902
O  -7.390294  2.389539  -3.110320
N  3.025652  -2.695603  2.565496
C  3.738146  -1.786326  1.844745
N  4.848494  -1.137264  2.324929
S  2.973627  -0.731860  0.513034
H  3.398660  -3.090486  3.411405
H  1.989328  -2.643644  2.350035
H  5.200025  -0.422094  1.672072
H  5.372300  -1.334950  3.188700

Forces on the atoms, in the same order (eV/Å):
2.0 0.4 -0.1
-2.4 -0.3 -1.1
-1.5 -0.7 0.4
1.7 0.1 1.1
0.7 -3.8 6.8
-3.9 5.7 -5.4
-4.3 2.3 -2.0
1.5 4.4 -7.3
4.1 -4.6 4.3
3.1 -2.6 2.4
-0.1 2.6 -3.5
0.3 1.0 4.6
-2.0 -0.9 -2.6
-1.9 -1.2 0.6
0.1 -0.4 0.4
1.9 -1.2 0.9
0.5 -0.4 0.9
-0.2 -0.3 -0.5